Entry 1:
Here is C4H5BrNO2 as an isolated structure from the OMol25 dataset. Energies are from wB97M-V/def2-TZVPD.

Last column: Löwdin charge in e.
Positions of all 13 atoms, in Å:
C 1.754 -0.648 -0.331  -0.141
C 0.787 -1.546 -0.225  0.054
C 3.864 1.766 -1.309  -0.802
C -0.922 0.633 0.761  -0.276
N -1.201 -0.361 0.101  0.010
O 3.798 1.044 -2.247  0.024
O 3.692 2.706 -0.686  0.083
Br 4.846 0.181 0.382  -0.097
H 2.818 -0.987 -0.601  0.004
H 1.557 0.344 -0.233  -0.016
H 0.768 -2.601 -0.340  0.021
H -1.619 1.482 1.108  0.070
H 0.175 0.924 0.969  0.064

Properties
- net charge = -1
- relative energy (zero: lowest compared OMol25 entry of this formula, charge and spin) (eV) = 3.843
- LUMO energy (alpha / beta) (eV) = 2.878 / 3.247
- multiplicity = 1
- energy (eV) = -79854.5966



Entry 2:
Here is one molecule with the formula C3H3NO2S from the OMol25 dataset. Energies are from wB97M-V/def2-TZVPD.

Last column: Löwdin charge in e.
Positions of all 10 atoms, in Å:
C -0.209 1.300 0.541  -0.073
C -1.236 0.660 -0.013  -0.133
C 0.392 -0.735 -0.207  -0.603
N 0.882 0.451 0.247  0.041
O 0.461 -3.176 -1.024  -0.639
O -0.914 -0.590 -0.404  0.051
S 1.277 -2.163 -0.362  0.859
H -0.193 2.354 0.905  0.138
H -2.326 1.103 -0.079  0.171
H 1.866 0.797 0.397  0.189

Properties
- net charge = 0
- relative energy (zero: lowest compared OMol25 entry of this formula, charge and spin) (eV) = 3.601
- LUMO energy (eV) = 0.409
- multiplicity = 1
- energy (eV) = -19577.1752



Entry 3:
Here is an isolated ion of composition C6H13N2 and charge +1 from the OMol25 dataset. Energies are from wB97M-V/def2-TZVPD.

Last column: Löwdin charge in e.
Positions of all 21 atoms, in Å:
C -2.001 -1.092 0.246  -0.052
N -0.631 -0.892 -0.248  -0.027
C -0.639 0.444 -1.396  -0.073
N -0.112 0.282 -2.619  0.128
C 0.250 0.279 0.025  -0.278
C 0.286 1.024 1.408  -0.050
C 1.741 0.496 1.542  -0.138
C 1.784 0.195 0.066  -0.097
H -2.460 -0.138 0.553  0.102
H -2.614 -1.724 -0.535  0.142
H -2.147 -1.731 1.100  0.077
H -0.163 -1.754 -0.610  0.187
H -1.583 0.925 -1.247  0.137
H -0.645 0.347 -3.458  0.112
H 0.867 0.098 -2.776  0.117
H -0.418 0.742 2.118  0.088
H 0.177 2.094 1.228  0.127
H 2.382 1.305 1.822  0.109
H 1.834 -0.292 2.240  0.109
H 2.038 1.111 -0.500  0.143
H 2.155 -0.813 -0.227  0.135

Properties
- net charge = +1
- relative energy (zero: lowest compared OMol25 entry of this formula, charge and spin) (eV) = 2.921
- SMILES = C[N@H+]1[C@H](N)C12CCC2
- LUMO energy (eV) = -2.625
- multiplicity = 1
- energy (eV) = -9403.9464